# 1
15
Properties=species:S:1:pos:R:3 method="wB97M-V/def2-TZVPD" homo_lumo_gap_ev="7.3 / 7.3" homo_ha="-0.614 / -0.614" charge=+2 de_lowest_kcal_mol=164.1
H 7.73 2.90 2.04
H -9.67 -2.08 -1.44
N -8.68 -2.20 -1.42
C -7.11 -3.45 -0.23
H -8.19 -1.41 -1.01
N 9.84 3.08 0.49
N 7.95 3.85 1.68
H -6.85 -4.50 0.16
N 10.09 3.42 -0.62
H -6.57 -2.62 0.11
H 8.26 4.23 2.58
H 9.50 4.06 -1.14
N -8.14 -3.39 -1.00
H -8.54 -4.28 -1.11
H 10.39 2.39 0.89

---

# 2
16
Properties=species:S:1:pos:R:3 method="wB97M-V/def2-TZVPD" homo_lumo_gap_ev=9.3 homo_ha=-0.493 charge=+1 de_lowest_kcal_mol=102.6
H -1.76 0.89 1.19
H -0.79 -3.95 1.69
N -0.78 -2.46 0.60
H -0.66 -0.16 0.25
N 1.33 3.26 -1.20
C 0.83 1.69 -0.44
N -0.22 1.78 0.30
H 0.03 -2.23 -1.16
N -0.92 0.75 0.67
H 1.05 0.76 -1.10
N -0.55 -3.73 0.79
N -0.46 -1.82 -0.41
H -0.38 -4.50 0.13
H 1.44 3.97 -0.51
H 2.27 3.07 -1.54
H -0.42 2.68 0.75

---

# 3
13
Properties=species:S:1:pos:R:3 method="wB97M-V/def2-TZVPD" homo_lumo_gap_ev=10.3 homo_ha=-0.364 de_lowest_kcal_mol=5.3 smiles=CN.O.O
H -0.99 0.91 2.37
C -1.48 0.18 1.72
H -1.31 -0.85 2.02
H -1.58 0.00 -0.35
H -0.08 0.05 0.20
H -2.55 0.34 1.73
H 1.53 2.16 -2.16
O 0.60 1.94 -2.05
H 1.86 -2.96 -1.18
O 2.52 -2.32 -0.88
H 0.46 1.62 -1.15
N -1.00 0.46 0.35
H 2.03 -1.53 -0.61

---

# 4
14
Properties=species:S:1:pos:R:3 method="wB97M-V/def2-TZVPD" homo_lumo_gap_ev=10.8 homo_ha=-0.377 de_lowest_kcal_mol=20.2 smiles="C=N.O.O.O"
H -0.51 4.30 -0.13
N -1.48 -1.77 -0.90
H 0.40 0.33 0.77
H 2.19 -1.68 0.41
O 0.36 3.90 -0.07
H 2.58 -0.73 -0.68
O 1.90 -0.86 -0.02
H 0.27 3.10 0.46
H -1.19 -3.82 -0.64
H -0.86 1.15 0.48
H -2.14 -2.05 -1.63
C -1.04 -2.79 -0.30
H -0.42 -2.73 0.59
O -0.25 0.90 1.18

---

# 5
15
Properties=species:S:1:pos:R:3 method="wB97M-V/def2-TZVPD" homo_lumo_gap_ev=11.4 homo_ha=-0.392 de_lowest_kcal_mol=9.5 smiles="NC=O.O.O.O"
H 2.92 0.78 -1.39
N 2.01 0.42 -1.22
C 1.06 0.89 -2.05
O 1.06 -0.08 1.91
H 0.52 0.53 1.43
H 0.44 -0.78 2.22
O -1.35 -1.35 2.13
H 1.44 1.27 -3.01
O -2.03 -0.08 -0.16
H 1.68 0.08 -0.31
O -0.12 1.04 -1.83
H -1.35 0.51 -0.54
H -1.84 -2.14 2.32
H -2.74 0.01 -0.78
H -1.70 -1.09 1.27

---

# 6
16
Properties=species:S:1:pos:R:3 method="wB97M-V/def2-TZVPD" homo_lumo_gap_ev=9.8 homo_ha=-0.350 de_lowest_kcal_mol=37.2 smiles="NC(=O)O.O.O.O"
C 0.16 -1.72 0.86
O 1.04 -2.33 1.36
H -1.32 -0.43 1.71
O 0.68 -1.27 -3.11
O 1.50 2.65 -0.12
H -1.43 2.41 1.37
H -0.49 1.40 0.64
H 1.23 3.47 0.28
N -1.02 -1.37 1.50
H 0.26 -1.08 -3.97
O -1.25 1.48 1.22
O 0.32 -1.07 -0.35
H -0.02 -1.55 -1.09
H -1.68 -2.09 1.70
H 1.52 2.00 0.58
H 0.50 -0.51 -2.57